(1)
11 unconnected molecules or ions with the total composition C5H32NO12 in a non-equilibrium geometry, computed with wB97M-V/def2-TZVPD.

As for the multiplicity: 1. Its net charge is -1. The calculation puts the HOMO energy at -5.84 eV. The gap between HOMO and LUMO comes out at 8.7 eV.

Structure (XYZ):
```
50
Properties=species:S:1:pos:R:3:lowdin_charge:R:1
C -1.36 -1.44 -0.38 -0.25
N -0.06 -1.30 0.26 -0.06
C 0.90 -0.43 -0.43 -0.28
C 2.30 -0.63 0.20 -0.16
O 2.87 0.57 0.73 -0.11
C 0.49 1.06 -0.46 -0.25
O 1.49 1.85 -1.07 -0.32
C -2.35 -2.05 0.59 -0.08
H -1.25 -2.05 -1.28 0.12
H -1.77 -0.47 -0.69 0.10
H -0.16 -1.00 1.22 0.08
H 0.95 -0.76 -1.45 0.12
H 2.28 -1.32 1.02 0.11
H 2.98 -1.02 -0.56 0.11
H 2.66 1.29 0.09 0.07
H -0.46 1.14 -0.98 0.10
H 0.40 1.39 0.57 0.10
H -2.61 -1.39 1.40 0.06
H -2.01 -2.98 1.03 0.03
H -3.29 -2.27 0.08 0.08
H 0.74 -0.48 3.24 0.03
H -0.25 -1.27 4.15 0.05
O 0.05 -1.20 3.25 -0.07
H 0.50 2.72 -3.43 0.04
H 0.70 3.04 -1.99 0.03
O 0.18 3.38 -2.78 -0.10
H 0.94 1.50 2.94 0.05
H 2.18 0.86 2.25 0.03
O 1.69 0.91 3.12 -0.07
H 2.39 -1.96 -2.78 -0.01
H 2.33 -0.65 -3.59 -0.01
O 2.65 -1.60 -3.62 -0.10
H -2.23 1.21 2.55 0.00
H -2.27 2.62 1.93 -0.01
O -2.12 2.13 2.78 -0.09
H -1.60 -5.23 0.44 0.03
H -0.98 -4.49 1.65 -0.01
O -1.71 -5.09 1.39 -0.11
H 0.30 -2.68 2.39 0.00
H 0.35 -2.87 0.90 0.00
O 0.42 -3.38 1.72 -0.10
H 1.83 1.35 -2.40 0.02
H 2.80 1.52 -3.66 0.04
O 1.96 1.11 -3.44 -0.15
H -2.84 3.43 -2.75 0.06
H -1.38 3.02 -2.44 0.00
O -2.33 2.85 -2.15 -0.11
H -2.42 3.31 -0.48 0.00
H -1.53 4.10 0.47 0.04
O -2.34 3.62 0.45 -0.07
```

(2)
A molecular structure, C5H32O11 in a non-equilibrium geometry, computed with wB97M-V/def2-TZVPD.

As for the multiplicity: 1. The calculation puts the HOMO energy at -9.27 eV. The gap between HOMO and LUMO comes out at 9.1 eV.

Structure (XYZ):
```
48
Properties=species:S:1:pos:R:3:lowdin_charge:R:1
C -1.95 -2.74 1.12 -0.09
C -2.18 -1.40 0.39 -0.19
C -2.12 -1.49 -1.11 -0.35
C -3.18 -1.12 -1.83 0.03
C -1.02 -2.36 -1.71 -0.05
H -2.09 -3.67 0.55 0.08
H -1.00 -2.78 1.65 0.02
H -2.70 -2.90 1.90 0.08
H -3.25 -1.23 0.54 0.10
H -1.53 -0.72 0.92 0.07
H -3.34 -0.99 -2.90 0.06
H -4.10 -0.81 -1.35 0.05
H -0.17 -2.29 -1.05 0.07
H -1.47 -3.33 -1.93 0.09
H -0.78 -2.05 -2.73 0.06
H -0.06 -0.67 2.06 0.00
H 0.28 -0.09 3.42 0.07
O -0.46 -0.46 2.92 -0.06
H 2.88 1.11 2.69 0.02
H 1.86 2.12 2.93 -0.09
O 2.39 1.48 3.43 -0.09
H -0.01 2.02 2.06 0.07
H 1.20 2.32 1.09 0.06
O 0.96 2.08 1.99 -0.07
H -2.58 1.98 1.98 0.05
H -1.80 0.76 2.58 0.01
O -1.79 1.72 2.46 -0.05
H 2.62 -0.01 -1.71 0.03
H 2.17 -0.82 -2.82 0.05
O 1.95 -0.71 -1.89 -0.06
H -1.15 0.31 -4.39 0.06
H -0.15 -0.13 -3.29 0.02
O -0.85 0.50 -3.50 -0.05
H 0.45 -2.59 2.71 0.03
H 1.00 -3.14 1.48 0.05
O 1.11 -2.37 2.06 -0.05
H 3.32 1.37 0.33 -0.01
H 3.72 2.27 -0.65 -0.02
O 4.08 1.45 -0.28 -0.08
H 1.16 -0.03 0.23 0.06
H 1.04 1.37 0.59 0.02
O 1.63 0.62 0.78 -0.07
H 1.87 2.58 -1.62 0.03
H 1.93 4.04 -1.01 0.07
O 2.32 3.17 -1.00 -0.05
H 0.36 2.32 -3.30 0.03
H -0.72 2.48 -2.28 0.04
O 0.14 2.84 -2.52 -0.06
```

(3)
12 unconnected molecules or ions with the total composition C5H32O11 in a non-equilibrium geometry, computed with wB97M-V/def2-TZVPD.

As for the multiplicity: 2. Its net charge is +1. The expectation value of S² is 0.752. The calculation puts the HOMO energy (spin up / spin down) at -12.96 / -12.96 eV. The gap between HOMO and LUMO (spin up / spin down) comes out at 8.5 / 5.0 eV.

Structure (XYZ):
```
48
Properties=species:S:1:pos:R:3:lowdin_charge:R:1
C -1.90 -0.05 3.82 0.00
C -0.93 -0.06 2.70 -0.20
C 0.46 -0.25 2.79 0.06
C 1.39 0.01 1.67 -0.03
C -1.58 0.13 1.37 0.01
H -1.38 0.23 4.74 0.10
H -2.42 -1.04 3.93 0.14
H -2.77 0.59 3.65 0.11
H 1.04 -0.62 3.62 0.14
H 2.45 -0.18 1.85 0.11
H 1.15 -0.84 0.99 0.11
H 1.34 0.99 1.24 0.09
H -2.18 1.05 1.25 0.12
H -2.17 -0.78 1.31 0.13
H -0.83 0.20 0.57 0.09
H -1.10 -1.85 -2.85 0.03
H 0.25 -2.13 -3.38 0.07
O -0.32 -2.39 -2.65 -0.06
H 1.60 -2.95 0.29 -0.01
H 0.53 -2.53 -0.76 0.02
O 1.46 -2.77 -0.66 -0.07
H 1.63 3.62 0.20 0.00
H 3.01 3.69 -0.35 0.03
O 2.43 4.18 0.24 -0.06
H -1.01 -4.89 -1.19 0.03
H -1.06 -4.06 -2.40 0.01
O -1.69 -4.50 -1.77 -0.09
H 1.07 -4.41 1.87 0.09
H 2.54 -3.78 1.61 0.07
O 1.62 -3.62 1.82 -0.03
H 2.92 -0.97 -2.67 0.06
H 2.42 -1.45 -1.30 -0.01
O 2.83 -0.68 -1.75 -0.08
H -1.37 3.48 0.48 -0.02
H -2.25 4.31 -0.53 0.06
O -1.90 3.45 -0.32 -0.05
H 1.99 1.39 -3.02 0.06
H 1.87 1.01 -1.69 0.00
O 1.43 1.66 -2.27 -0.07
H -0.16 4.03 2.70 0.09
H -0.05 2.59 2.23 0.03
O -0.30 3.47 1.92 -0.02
H -0.54 1.75 -2.49 0.01
H -1.80 2.72 -2.21 0.02
O -1.36 2.14 -2.83 -0.06
H -1.85 0.73 -3.67 0.00
H -2.52 -0.41 -4.45 0.05
O -2.00 -0.23 -3.65 -0.08
```

(4)
11 unconnected molecules or ions with the total composition C5H33N2O10 in a non-equilibrium geometry, computed with wB97M-V/def2-TZVPD.

As for the multiplicity: 1. Its net charge is +1. The calculation puts the HOMO energy at -11.59 eV. The gap between HOMO and LUMO comes out at 9.3 eV.

Structure (XYZ):
```
50
Properties=species:S:1:pos:R:3:lowdin_charge:R:1
C 0.34 2.71 -1.98 -0.13
C 1.41 2.50 -0.93 -0.15
C 0.94 1.92 0.45 -0.18
N 3.67 -0.59 1.53 0.04
C 2.96 0.37 0.77 -0.20
C 1.74 0.83 1.06 -0.13
N -0.61 1.54 -2.26 0.19
H 0.71 3.03 -2.95 0.13
H -0.32 3.51 -1.65 0.12
H 2.38 2.07 -1.16 0.10
H 1.71 3.54 -0.72 0.12
H -0.14 1.80 0.29 0.08
H 1.00 2.69 1.23 0.12
H 3.23 -0.79 2.41 0.10
H 4.66 -0.42 1.56 0.10
H 3.40 0.60 -0.19 0.11
H 1.45 0.66 2.10 0.10
H -0.17 0.64 -2.43 0.10
H -1.39 1.58 -1.59 0.08
H -0.96 1.82 -3.17 0.16
H -0.04 -1.56 -0.09 0.06
H 0.40 -1.60 -1.45 0.01
O -0.35 -1.22 -0.95 -0.07
H -3.06 2.28 0.22 0.06
H -3.19 2.31 -1.22 0.04
O -2.64 2.70 -0.54 -0.05
H -1.89 -0.29 -0.46 -0.01
H -3.47 -0.58 -0.57 0.06
O -2.75 -0.01 -0.84 -0.07
H -1.41 1.35 4.06 0.05
H -2.60 0.29 4.19 0.04
O -2.22 1.01 3.68 -0.05
H -2.42 -4.41 1.85 0.04
H -2.18 -3.51 3.12 0.03
O -1.88 -3.72 2.24 -0.06
H 3.40 -1.95 0.16 -0.01
H 3.83 -3.24 -0.48 0.07
O 3.05 -2.70 -0.32 -0.05
H -0.66 -0.30 2.21 0.06
H -1.84 0.36 1.78 0.04
O -1.41 -0.50 1.64 -0.08
H -4.11 -1.67 2.95 0.06
H -2.62 -1.50 2.49 0.00
O -3.22 -1.48 3.26 -0.08
H 1.24 -0.70 -3.49 0.01
H 0.39 -0.81 -4.80 0.06
O 0.77 -0.20 -4.17 -0.05
H 2.36 -2.83 -1.98 0.03
H 0.89 -3.04 -2.28 0.06
O 1.64 -2.49 -2.55 -0.07
```